Formula: C35H104N16O17
Source: the Open Molecules 2025 dataset
Level of theory: wB97M-V/def2-TZVPD

The calculation puts the strongest force on any atom at 5.5 eV Å⁻¹. Its LUMO energy is 0.4 eV. The calculation puts the calculated total energy at -3551.17162 Ha. As for the total charge: 0. For the energy relative to the best compared isomer or geometry (same formula, charge and spin), the calculation gives 129.8 kcal per mole.

Each line ends with the Mulliken charge.
Atoms and positions in Å:
C (-2.038897, -3.665190, -5.086265)  0.633
O (-0.891707, -4.003681, -5.412075)  -0.859
N (-2.649145, -4.010808, -3.943965)  -0.303
N (-2.727464, -2.883399, -5.918116)  -0.328
H (-2.108502, -4.541510, -3.292632)  0.258
H (-3.347846, -3.381118, -3.569664)  0.217
H (-2.208548, -2.577188, -6.731022)  0.194
H (-3.440716, -2.323983, -5.514218)  0.219
C (-0.953599, -4.479013, -0.175242)  0.363
O (-1.587175, -4.163493, -1.162294)  -0.557
N (-1.183978, -3.958612, 1.123930)  -0.326
N (0.094364, -5.432098, -0.307908)  -0.521
H (-0.407274, -4.092673, 1.750508)  0.285
H (-1.684401, -3.097040, 1.141594)  0.010
H (-0.109398, -6.001680, -1.169541)  0.238
H (0.261334, -6.014093, 0.500562)  0.225
C (4.170710, -0.121918, -0.746612)  0.134
O (3.347658, 0.278685, 0.065440)  0.103
N (3.848023, -0.628554, -2.011792)  0.265
N (5.455496, -0.296518, -0.533312)  -0.392
H (2.805237, -0.512665, -2.223612)  -0.746
H (4.619776, -1.020913, -2.628685)  0.122
H (5.911057, 0.176797, 0.288740)  0.243
H (6.092664, -0.894381, -1.014168)  0.154
C (0.833505, 2.966488, -2.834740)  0.398
O (-0.334088, 2.728429, -3.238263)  -0.597
N (1.219744, 3.956025, -1.987689)  -0.323
N (1.951612, 2.289763, -3.270962)  -0.226
H (2.168858, 4.120764, -1.642672)  0.174
H (0.519862, 4.462224, -1.491674)  0.156
H (1.783514, 1.477017, -3.827947)  -0.299
H (2.787845, 2.263773, -2.770764)  0.329
C (2.989866, -3.681324, 0.892727)  0.127
O (3.197045, -4.843589, 1.258968)  -0.770
N (3.492223, -2.554404, 1.523448)  0.233
N (2.243110, -3.428356, -0.253106)  0.090
H (4.149467, -2.755683, 2.247730)  0.177
H (3.335117, -1.556949, 1.311327)  -0.338
H (1.645896, -4.169114, -0.498020)  0.453
H (1.890809, -2.476810, -0.354079)  -0.363
C (-0.134425, 0.672575, -6.231573)  0.314
C (-0.890618, 0.068456, -7.450680)  -0.657
O (-2.274031, -0.209027, -7.009302)  -0.533
O (-0.867478, 1.882478, -5.853760)  -0.634
H (0.938905, 0.897527, -6.434500)  0.213
H (-0.201419, -0.055581, -5.437650)  -0.054
H (-0.474109, -0.901037, -7.785670)  0.352
H (-0.827227, 0.852845, -8.209994)  0.319
H (-2.468801, 0.569453, -6.481710)  0.338
H (-0.779549, 1.986821, -4.894572)  0.349
C (0.326179, -1.573858, -2.548662)  1.337
C (1.125768, -2.658999, -3.326888)  -0.549
O (1.079082, -2.381966, -4.725963)  -0.599
O (0.859859, -0.281806, -2.712049)  3.039
H (0.324956, -1.819919, -1.500342)  -1.367
H (-0.706538, -1.620353, -2.843274)  -0.346
H (0.712312, -3.652287, -3.206485)  0.545
H (2.204633, -2.687252, -2.996851)  0.074
H (0.511341, -3.004311, -5.152398)  0.439
H (0.685471, 0.260017, -1.886038)  -1.061
C (3.977074, -0.649307, -5.966374)  -0.570
C (5.151334, -1.356741, -5.421730)  -0.497
O (5.759853, -0.817114, -4.266043)  -0.535
O (3.034256, -0.210868, -4.958330)  -0.346
H (3.525113, -1.201196, -6.838574)  0.333
H (4.226026, 0.318857, -6.431031)  0.366
H (5.865574, -1.306973, -6.260784)  0.334
H (4.974451, -2.400437, -5.130918)  0.294
H (5.766798, 0.131154, -4.263357)  0.280
H (2.275837, -0.772484, -4.841918)  -0.105
C (-2.792621, 0.370308, -3.324689)  0.165
C (-4.144355, -0.306357, -2.928435)  0.208
C (-5.092539, 0.780089, -2.331297)  -1.417
O (-4.586058, 1.308164, -1.191572)  0.520
C (-5.456397, 2.227550, -0.540080)  -1.023
N (-4.706764, -0.871247, -4.172974)  -0.450
H (-2.045087, 0.381693, -2.484044)  -0.484
H (-2.863833, 1.411749, -3.657693)  0.534
H (-2.282617, -0.168312, -4.156054)  -0.272
H (-4.105567, -1.109689, -2.231231)  0.221
H (-6.057159, 0.293620, -2.091434)  0.412
H (-5.247271, 1.545455, -3.142003)  0.339
H (-6.333423, 1.678038, -0.257723)  0.364
H (-5.829634, 2.975426, -1.235020)  0.340
H (-4.844043, 2.571487, 0.271731)  0.187
H (-5.660373, -1.195140, -4.039495)  0.243
H (-4.786111, -0.167264, -4.887462)  0.255
C (-4.342299, 2.397213, 6.081965)  -1.418
C (-3.464219, 1.986509, 4.914567)  0.038
C (-2.935399, 0.559813, 5.130813)  1.020
O (-3.940875, -0.374210, 4.880984)  -0.441
C (-3.549574, -1.711922, 5.101895)  -0.555
N (-4.063486, 2.014529, 3.600640)  -0.365
H (-4.786577, 3.408469, 5.912130)  0.386
H (-3.752091, 2.483870, 7.015973)  0.362
H (-5.124600, 1.638337, 6.171557)  0.269
H (-2.554542, 2.600123, 4.858084)  0.271
H (-2.592080, 0.367717, 6.220708)  0.511
H (-2.049004, 0.290243, 4.529391)  -1.124
H (-4.426719, -2.262455, 4.818468)  0.356
H (-3.271375, -1.843367, 6.167662)  0.284
H (-2.706176, -1.950008, 4.458489)  0.027
H (-4.488064, 2.904987, 3.395806)  0.233
H (-4.803481, 1.367849, 3.572295)  0.277
C (2.468503, -4.247185, 5.444775)  -1.426
C (1.132731, -4.168662, 4.652759)  0.191
C (0.836099, -2.731965, 4.031569)  1.455
O (1.272978, -1.554450, 4.753084)  -0.094
C (0.479374, -1.293736, 5.915783)  -0.500
N (1.040416, -5.006464, 3.477083)  -0.308
H (2.517610, -3.549521, 6.312036)  0.302
H (3.239590, -3.948521, 4.802692)  0.269
H (2.636681, -5.263424, 5.773308)  0.423
H (0.418646, -4.448740, 5.400345)  0.550
H (-0.227850, -2.675522, 3.658686)  -0.537
H (1.517062, -2.688304, 3.139651)  -1.032
H (1.100322, -0.662799, 6.576199)  0.223
H (0.262184, -2.211188, 6.500531)  0.338
H (-0.420299, -0.769076, 5.655582)  -0.021
H (1.890974, -4.804324, 2.915521)  -0.012
H (1.052225, -5.984517, 3.717552)  0.281
C (-0.336564, 6.148367, 2.385779)  -1.497
C (-0.282657, 5.828965, 0.940085)  0.459
C (-1.194736, 4.652541, 0.646853)  0.148
O (-1.571754, 4.622316, -0.757334)  -0.624
C (-2.462304, 3.500468, -1.084386)  -0.208
N (-0.796261, 7.020940, 0.142327)  -0.819
H (0.382039, 6.958121, 2.596680)  0.408
H (-0.025087, 5.209420, 2.894770)  0.280
H (-1.345117, 6.481733, 2.834100)  0.380
H (0.712967, 5.627410, 0.563569)  0.211
H (-2.063461, 4.761859, 1.282618)  0.632
H (-0.727847, 3.692593, 0.821041)  -0.368
H (-3.311749, 3.419327, -0.340706)  0.173
H (-1.863985, 2.579246, -1.165235)  -0.138
H (-2.894959, 3.705326, -2.080379)  0.251
H (-1.617621, 7.455937, 0.589622)  0.295
H (-1.117164, 6.684659, -0.782075)  0.321
C (-0.023646, 0.709842, 2.589677)  0.128
C (-0.279634, 0.103697, 1.213230)  1.271
C (-1.777202, 0.078700, 0.949550)  -0.101
O (-2.366822, -0.909138, 1.747671)  0.553
C (-3.803037, -0.904946, 1.716222)  -0.436
N (0.329610, 0.883647, 0.081758)  2.030
H (-0.360766, 1.767809, 2.546826)  -0.011
H (1.039575, 0.674179, 2.714942)  -0.036
H (-0.482359, 0.097149, 3.353999)  -1.114
H (0.113219, -0.906982, 1.056503)  -0.481
H (-2.037874, -0.130503, -0.130607)  -0.584
H (-2.242536, 1.083445, 1.212564)  0.010
H (-4.187993, -1.145272, 0.671552)  0.097
H (-4.146826, 0.103935, 2.034982)  -0.288
H (-4.121043, -1.546752, 2.460864)  0.380
H (0.061167, 1.873760, 0.105459)  -1.164
H (1.315392, 0.929288, 0.195387)  -0.405
C (5.160802, -0.118781, 3.762554)  -1.295
C (4.711663, 1.138548, 2.931805)  2.072
C (3.961743, 2.118969, 3.834993)  -0.933
O (3.717736, 3.409876, 3.239339)  -0.514
C (2.783589, 3.442347, 2.151304)  0.551
N (5.881665, 1.644061, 2.233498)  -0.709
H (5.392274, -0.972421, 3.062030)  0.227
H (4.389275, -0.531680, 4.459614)  0.181
H (6.030685, 0.158351, 4.341457)  0.459
H (4.007617, 0.738076, 2.232261)  -1.128
H (4.486245, 2.298510, 4.780782)  0.340
H (3.001981, 1.771179, 4.169051)  0.314
H (2.803852, 4.493279, 1.720482)  0.154
H (1.741595, 3.245981, 2.485271)  -0.191
H (3.010372, 2.646314, 1.365897)  -0.189
H (6.500061, 2.082087, 2.908590)  0.325
H (5.530371, 2.497475, 1.727536)  0.279

Atoms 1-6, force components in eV/Å:
C 1.26 0.44 -0.90
O 0.08 -1.05 0.41
N -0.51 -0.16 0.58
N -0.12 -0.13 -0.76
H 0.20 0.12 0.48
H 0.10 -0.31 -0.07

***

Formula: C35H105NO19
Source: the Open Molecules 2025 dataset
Level of theory: wB97M-V/def2-TZVPD

The calculation puts the strongest force on any atom at 0.5 eV Å⁻¹. Its LUMO energy is 0.4 eV. The calculation puts the calculated total energy at -2880.47438 Ha. As for the total charge: 0.

Each line ends with the Mulliken charge.
Atoms and positions in Å:
C (6.399663, 3.784965, 0.376248)  -1.275
C (4.915877, 3.482901, 0.607560)  -0.297
C (4.467075, 2.028950, 0.366242)  0.999
C (5.533937, 0.968515, 0.649466)  -1.080
C (5.078445, -0.509547, 0.498563)  -0.953
C (3.834977, -0.816848, -0.361383)  0.171
C (2.803223, -1.702426, 0.351996)  -1.691
C (1.863321, -0.890315, 1.259781)  0.583
C (0.387032, -1.193293, 1.027456)  -0.704
C (-0.483398, -0.746811, 2.190027)  1.119
O (-0.335629, -1.593836, 3.339443)  -0.604
C (-0.841868, -2.911549, 3.222855)  -0.586
C (-1.959931, -0.522292, 1.825430)  -0.144
C (-2.732490, 0.075232, 2.997017)  -0.921
O (-2.444628, 1.450152, 3.027789)  0.003
C (-2.422765, 2.099476, 4.288103)  -0.763
C (-1.013518, 2.600788, 4.581826)  -0.550
C (-0.340941, 3.231568, 3.354541)  -0.492
O (-1.952482, 0.374254, 0.729089)  -0.022
C (-3.149123, 0.434324, -0.020206)  -0.807
C (-3.665793, 1.875563, -0.119403)  -0.516
N (-5.125093, 1.891982, -0.171035)  -0.295
C (-5.666070, 1.724696, -1.525043)  -0.411
H (6.747904, 3.304094, -0.543170)  0.265
H (7.024127, 3.434972, 1.201241)  0.286
H (6.542694, 4.860618, 0.252096)  0.366
H (4.343027, 4.130217, -0.067069)  0.205
H (4.634251, 3.788565, 1.622542)  0.384
H (3.616807, 1.817690, 1.028918)  -0.414
H (4.102339, 1.936278, -0.655496)  -0.081
H (6.416530, 1.149839, 0.028618)  0.410
H (5.877554, 1.104836, 1.682692)  0.206
H (5.917445, -1.078143, 0.084893)  0.294
H (4.920417, -0.928537, 1.499162)  0.455
H (4.139486, -1.343517, -1.271896)  0.375
H (3.326046, 0.086687, -0.694846)  0.131
H (3.309892, -2.468034, 0.947358)  0.176
H (2.206106, -2.224317, -0.404410)  0.605
H (2.021628, 0.176594, 1.061732)  -0.364
H (2.096552, -1.055566, 2.314543)  0.295
H (0.234517, -2.257627, 0.814595)  0.480
H (0.050859, -0.651916, 0.140712)  0.133
H (-0.117879, 0.231701, 2.528438)  -1.090
H (-0.366233, -3.465621, 2.407176)  0.216
H (-0.608903, -3.417255, 4.160567)  0.300
H (-1.929589, -2.923365, 3.089968)  0.348
H (-2.447813, -1.460579, 1.521684)  0.476
H (-3.813782, -0.106815, 2.896263)  0.252
H (-2.388934, -0.412515, 3.918384)  0.792
H (-3.129271, 2.937916, 4.251218)  0.322
H (-2.760842, 1.417116, 5.076760)  0.382
H (-1.072837, 3.320044, 5.405497)  0.438
H (-0.409737, 1.760378, 4.939739)  0.182
H (0.318883, 4.058307, 3.618474)  0.502
H (0.264563, 2.485702, 2.835536)  -0.181
H (-1.079815, 3.596311, 2.638436)  0.120
H (-2.934911, 0.026865, -1.018724)  0.424
H (-3.957533, -0.160468, 0.424645)  0.360
H (-3.320371, 2.408229, 0.769369)  0.301
H (-3.241011, 2.357427, -1.014114)  0.228
H (-5.457900, 2.759297, 0.224691)  0.284
H (-6.532336, 1.056291, -1.498955)  -0.165
H (-5.979613, 2.662982, -1.994994)  0.307
H (-4.907592, 1.247716, -2.151113)  0.258
C (3.107706, -3.800641, 4.292197)  -0.919
O (2.196661, -3.256580, 3.342430)  -0.066
H (3.759461, -4.484267, 3.751371)  0.321
H (3.708281, -3.017756, 4.757315)  0.305
H (2.582391, -4.363423, 5.070391)  0.310
H (1.608830, -2.634366, 3.786232)  0.098
C (-6.484354, -2.091598, -2.364032)  -0.200
O (-5.179817, -1.532044, -2.523743)  -0.357
H (-6.755173, -2.580496, -3.296909)  0.353
H (-6.501753, -2.818250, -1.551288)  0.312
H (-7.215101, -1.304690, -2.153951)  -0.289
H (-4.966909, -1.097392, -1.692265)  0.171
C (5.337210, -1.950233, 7.365086)  -0.604
O (4.413383, -1.357896, 6.460460)  -0.465
H (5.970326, -2.623234, 6.792098)  0.255
H (5.970724, -1.192148, 7.833743)  0.241
H (4.830520, -2.522534, 8.147179)  0.330
H (3.850161, -0.754369, 6.951803)  0.267
C (4.643779, 0.477410, -3.719072)  -0.226
O (4.009807, 1.559888, -3.033537)  -0.463
H (5.307988, -0.003701, -3.003159)  0.227
H (3.905592, -0.245573, -4.067293)  0.182
H (5.220519, 0.842332, -4.570697)  0.032
H (3.405747, 1.979752, -3.651578)  0.225
C (-9.632468, 0.836690, -1.281619)  -0.686
O (-9.316374, 0.403127, -2.592871)  -0.368
H (-9.752139, -0.056123, -0.669492)  0.237
H (-8.836512, 1.450691, -0.850433)  0.258
H (-10.568597, 1.400704, -1.256680)  0.296
H (-9.210743, 1.165833, -3.187942)  0.323
C (1.255396, 3.777369, 0.088591)  0.107
O (0.817391, 4.944499, 0.779146)  -0.574
H (1.890386, 3.222301, 0.778298)  -0.332
H (0.419830, 3.137156, -0.206748)  0.201
H (1.842542, 4.021875, -0.800045)  0.352
H (0.250767, 5.448663, 0.189648)  0.303
C (-6.184372, -3.130418, 1.850181)  -0.484
O (-6.985051, -2.536211, 0.837556)  -0.379
H (-5.468601, -3.775193, 1.344204)  0.216
H (-5.633471, -2.381416, 2.426308)  0.128
H (-6.777223, -3.741277, 2.535569)  0.342
H (-7.625892, -1.956987, 1.258642)  0.238
C (-10.506016, -2.274357, -4.278547)  -0.674
O (-9.191520, -1.766830, -4.367037)  -0.422
H (-10.744007, -2.723290, -5.241588)  0.259
H (-10.601523, -3.045363, -3.507093)  0.260
H (-11.233672, -1.483287, -4.071265)  0.268
H (-8.970328, -1.298748, -3.550295)  0.243
C (2.069778, -1.503047, -6.790049)  -0.600
O (3.143712, -0.656503, -6.405369)  -0.368
H (1.750163, -2.028764, -5.892882)  0.194
H (1.219084, -0.937677, -7.180712)  0.286
H (2.376734, -2.242576, -7.534392)  0.281
H (3.451266, -0.177132, -7.178407)  0.235
C (8.808912, -2.488394, 8.403455)  -0.472
O (8.763656, -2.772446, 7.013365)  -0.490
H (8.714595, -3.439783, 8.921963)  0.213
H (9.755087, -2.024565, 8.694588)  0.286
H (7.986461, -1.837758, 8.712069)  0.172
H (8.846760, -1.947726, 6.527008)  0.296
C (-7.971025, 1.050255, -5.387024)  -0.317
O (-8.591020, 2.042550, -4.556393)  -0.580
H (-7.489173, 0.353308, -4.707332)  -0.021
H (-8.703638, 0.497275, -5.972834)  0.275
H (-7.214936, 1.489550, -6.040392)  0.338
H (-9.049632, 2.675743, -5.114319)  0.268
C (-2.243505, -3.714772, -3.862509)  -0.325
O (-3.019770, -3.124749, -4.892572)  -0.534
H (-1.478200, -4.320054, -4.344232)  0.281
H (-1.753205, -2.957228, -3.243669)  0.009
H (-2.850542, -4.359777, -3.221108)  0.251
H (-3.698838, -2.587529, -4.469832)  0.299
C (-0.781671, 0.993930, -2.882515)  -0.536
O (0.209095, 1.508270, -2.006704)  -0.407
H (-0.482112, 1.246305, -3.897579)  0.362
H (-0.867507, -0.094340, -2.806699)  0.191
H (-1.759286, 1.445795, -2.684908)  0.150
H (-0.043032, 1.286117, -1.103577)  0.153
C (7.397570, 2.050630, -6.752687)  -0.604
O (6.095963, 1.477327, -6.738939)  -0.434
H (7.841838, 1.835945, -5.783541)  0.231
H (8.027813, 1.612664, -7.530887)  0.263
H (7.364238, 3.134597, -6.888327)  0.282
H (5.683075, 1.656804, -7.587698)  0.262
C (1.602290, -6.538125, 2.342003)  -0.236
O (2.590394, -7.559668, 2.399898)  -0.520
H (2.119650, -5.584766, 2.394197)  -0.142
H (1.036963, -6.573700, 1.406157)  0.298
H (0.906397, -6.600540, 3.184108)  0.255
H (2.151366, -8.412484, 2.351990)  0.287
C (6.215589, 8.106135, -0.780257)  -0.546
O (6.671418, 7.392258, 0.359260)  -0.483
H (6.881151, 7.845217, -1.600052)  0.226
H (5.195876, 7.825430, -1.057739)  0.240
H (6.256657, 9.188506, -0.629630)  0.277
H (6.095289, 7.603077, 1.098956)  0.280

Atoms 1-6, force components in eV/Å:
C -0.17 -0.04 -0.21
C -0.04 0.13 0.00
C 0.08 -0.09 0.25
C -0.02 -0.01 0.10
C 0.05 0.10 0.07
C -0.01 -0.43 -0.13

***

> Which of these has the highest strongest force on any atom?

C35H104N16O17

***

> strongest force on any atom of number 2 (C35H105NO19)?

0.5 eV Å⁻¹

***

> What is the formula in the first record?

C35H104N16O17

***

> What is the formula in the first record?

C35H104N16O17